[1]
The following is a DFT calculation (the ωB97M-V functional and the def2-TZVPD basis) of 2 unconnected molecules or ions with the total composition C4H6N2O2 at a distorted geometry.

```
14
Properties=species:S:1:pos:R:3:forces:R:3:lowdin_charge:R:1
C -1.584 -0.245 -0.265 2.2 -1.1 1.6 -0.19
C -0.584 1.726 -2.105 -1.5 0.3 0.9 -0.57
C 0.413 -1.245 -0.114 0.5 2.4 -1.2 -0.21
C -0.810 0.885 -0.053 3.1 -0.4 -0.8 -0.10
N -0.932 -1.366 -0.267 -3.3 -1.5 -1.3 0.00
N 0.653 0.239 0.163 0.4 1.9 0.4 0.07
O 0.537 1.987 -2.095 3.3 0.2 -0.2 0.14
O -1.686 1.740 -2.453 -1.9 -0.2 -1.0 0.16
H -2.626 -0.236 -0.227 -1.6 0.0 -0.5 0.11
H 0.678 -1.714 0.762 1.4 -1.7 1.6 0.10
H 0.995 -1.412 -1.010 0.2 -0.8 -0.1 0.13
H -0.921 1.708 0.576 -0.6 1.1 0.8 0.08
H 1.069 0.361 1.090 -0.9 0.0 0.3 0.15
H 1.432 0.680 -0.378 -1.4 -0.3 -0.5 0.15
```
Forces are in eV/Å.

## Properties
- LUMO energy (eV) = 0.32
- orbital gap (hartree) = 0.288
- energy (eV) = -11317.938
- HOMO level (eV) = -7.53
- energy relative to the best compared isomer or geometry (same formula, charge and spin) (kJ/mol) = 299.5
- charge = 0


[2]
The following is a DFT calculation (the ωB97M-V functional and the def2-TZVPD basis) of a molecular structure, C4H6N2O2 at a distorted geometry.

```
14
Properties=species:S:1:pos:R:3:forces:R:3:lowdin_charge:R:1
C 1.133 0.136 -0.057 1.2 -3.8 0.3 -0.35
C 1.073 1.433 0.145 -1.5 -0.3 -0.2 -0.07
C -0.359 1.684 0.116 -2.5 3.3 -1.6 -0.07
C -1.179 0.546 -0.093 6.2 0.3 0.3 -0.34
H 0.433 -2.489 -0.353 -4.3 2.7 2.1 0.24
H -0.612 -2.000 1.245 0.9 1.0 -3.3 0.16
H 3.108 -0.292 -0.224 -2.9 -1.2 0.5 0.16
H 1.867 2.152 0.279 -0.2 0.0 -0.1 0.11
H -0.545 2.773 -0.248 -0.7 -2.0 1.3 0.12
H -2.078 -1.010 -0.032 -1.2 1.8 -0.2 0.13
N -0.553 -1.783 0.113 4.0 -3.2 0.7 -0.01
N -0.162 -0.472 -0.235 1.1 1.3 1.0 -0.13
O 2.212 -0.778 -0.028 1.2 1.8 -0.7 -0.03
O -2.358 0.009 -0.032 -1.3 -1.6 0.0 0.06
```
Forces are in eV/Å.

## Properties
- LUMO energy (eV) = 0.33
- orbital gap (hartree) = 0.283
- energy (eV) = -11315.872
- HOMO level (eV) = -7.35
- energy relative to the best compared isomer or geometry (same formula, charge and spin) (kJ/mol) = 498.8
- charge = 0


[3]
The following is a DFT calculation (the ωB97M-V functional and the def2-TZVPD basis) of C4H6N2O2 in the gas phase at a distorted geometry.

```
14
Properties=species:S:1:pos:R:3:forces:R:3:lowdin_charge:R:1
O -1.701 -2.046 -0.164 1.7 4.0 0.5 -0.01
C -1.588 -0.825 0.121 -2.4 -2.7 0.4 -0.11
C -0.254 0.041 0.105 -3.2 -4.4 -1.3 -0.29
N -0.192 1.253 0.069 -1.1 6.0 -0.6 0.08
O -1.425 2.058 -0.030 -0.1 -5.3 0.6 -0.01
C 0.992 -0.686 -0.207 0.8 0.3 -1.5 -0.31
C 2.240 0.190 -0.593 -3.7 0.4 0.6 -0.12
N 1.959 -0.281 0.854 1.8 -1.2 -1.2 0.01
H -2.634 -0.416 0.501 2.4 0.3 -0.6 0.15
H -1.137 2.921 -0.021 1.6 2.9 0.1 0.03
H 0.722 -1.521 -1.058 1.3 1.0 3.1 0.19
H 1.851 1.369 -1.080 2.0 -3.8 2.1 0.19
H 2.808 -0.610 -1.070 0.8 1.3 -0.6 0.07
H 2.690 -0.970 1.265 -1.6 1.3 -1.5 0.13
```
Forces are in eV/Å.

## Properties
- LUMO energy (eV) = -0.14
- orbital gap (hartree) = 0.349
- energy (eV) = -11313.578
- HOMO level (eV) = -9.63
- energy relative to the best compared isomer or geometry (same formula, charge and spin) (kJ/mol) = 720.1
- charge = 0


[4]
The following is a DFT calculation (the ωB97M-V functional and the def2-TZVPD basis) of C4H6N2O2 in the gas phase at a distorted geometry.

```
14
Properties=species:S:1:pos:R:3:forces:R:3:lowdin_charge:R:1
C 1.233 -0.432 1.522 -2.0 -1.5 0.8 0.00
N 0.341 -0.079 0.398 1.1 -0.1 1.8 -0.04
C 0.585 0.451 -0.826 1.0 -0.4 -1.8 -0.39
N 1.943 0.689 -1.078 0.8 3.5 -0.3 0.07
C -0.534 0.425 -1.575 -1.0 -0.6 2.4 0.05
O -1.530 -0.110 -0.652 -0.1 0.7 -2.5 0.08
C -0.965 -0.360 0.511 -2.3 0.2 1.5 -0.58
O -1.625 -0.669 1.496 0.9 -0.3 -0.5 0.07
H 1.828 0.413 1.971 -0.7 -0.9 -0.7 0.09
H 1.879 -1.332 1.205 -0.9 1.5 0.8 0.11
H 0.285 -0.768 2.240 3.1 0.6 -1.0 0.14
H 2.180 0.579 -2.108 -0.4 0.8 1.9 0.11
H 2.146 1.735 -0.631 -0.1 -3.5 -2.1 0.18
H -0.982 0.827 -2.458 0.5 0.0 -0.3 0.11
```
Forces are in eV/Å.

## Properties
- LUMO energy (eV) = 0.46
- orbital gap (hartree) = 0.330
- energy (eV) = -11319.047
- HOMO level (eV) = -8.50
- energy relative to the best compared isomer or geometry (same formula, charge and spin) (kJ/mol) = 192.5
- charge = 0


[5]
The following is a DFT calculation (the ωB97M-V functional and the def2-TZVPD basis) of a molecular structure, C4H6N2O2 at a distorted geometry.

```
14
Properties=species:S:1:pos:R:3:forces:R:3:lowdin_charge:R:1
C -1.280 -0.535 0.800 1.2 -0.1 0.3 -0.04
C -0.800 -0.170 -0.654 2.1 -1.0 1.9 -0.54
C 1.516 -1.150 -0.245 -6.0 -5.8 -3.0 -0.18
C 0.575 1.739 -0.194 -0.4 0.7 -0.7 -0.20
H -2.745 -0.220 0.501 4.5 -1.3 2.0 0.21
H -0.579 0.453 1.618 -2.7 -3.5 -2.2 0.19
H -0.773 -1.777 1.053 -2.4 3.9 -0.4 0.14
H -1.629 -0.267 -1.264 -1.2 -0.9 -1.8 0.10
H 1.553 -2.436 0.162 0.1 4.4 -1.8 0.22
H 0.605 3.006 -0.076 -0.5 -4.0 -0.6 0.20
N 2.131 -0.243 0.201 1.6 5.7 2.2 0.05
N 1.721 1.196 -0.025 0.8 -0.7 0.8 0.06
O 0.370 -0.783 -1.291 0.4 -1.2 3.2 -0.10
O -0.665 1.187 -0.587 2.5 4.0 0.1 -0.10
```
Forces are in eV/Å.

## Properties
- LUMO energy (eV) = 0.15
- orbital gap (hartree) = 0.375
- energy (eV) = -11310.965
- HOMO level (eV) = -10.06
- energy relative to the best compared isomer or geometry (same formula, charge and spin) (kJ/mol) = 972.2
- charge = 0


[6]
The following is a DFT calculation (the ωB97M-V functional and the def2-TZVPD basis) of C4H6N2O2 in the gas phase at a distorted geometry.

```
14
Properties=species:S:1:pos:R:3:forces:R:3:lowdin_charge:R:1
N -0.334 0.456 2.112 -0.3 -0.6 0.7 0.09
C 0.025 0.256 0.796 0.7 0.7 -2.2 -0.34
C 1.110 0.892 0.290 0.5 -0.5 0.1 -0.08
N 1.134 0.703 -1.118 -1.9 -1.3 0.7 0.09
C 0.102 -0.195 -1.419 -0.2 1.0 0.7 -0.29
O -0.064 -0.709 -2.694 0.6 1.3 1.3 0.09
C -0.641 -0.414 -0.288 -1.1 0.6 0.4 -0.19
O -1.967 -0.893 -0.221 0.7 0.1 0.8 0.02
H -0.773 -0.392 2.435 0.0 -0.1 0.7 0.08
H 0.571 0.571 2.570 -0.7 0.0 0.6 0.09
H 1.839 1.324 1.002 -0.1 0.2 -1.5 0.12
H 1.901 0.460 -1.666 2.2 0.2 -0.6 0.12
H -0.575 -1.464 -2.447 -0.8 -1.2 -0.6 0.09
H -2.327 -0.594 0.649 0.3 -0.3 -1.1 0.11
```
Forces are in eV/Å.

## Properties
- LUMO energy (eV) = 0.64
- orbital gap (hartree) = 0.300
- energy (eV) = -11318.792
- HOMO level (eV) = -7.52
- energy relative to the best compared isomer or geometry (same formula, charge and spin) (kJ/mol) = 217.1
- charge = 0


[7]
The following is a DFT calculation (the ωB97M-V functional and the def2-TZVPD basis) of a molecular structure, C4H6N2O2RuSSe2Te2.

```
20
Properties=species:S:1:pos:R:3:forces:R:3:mulliken_spin:R:1
Ru 1.390 -0.225 -0.016 -0.4 -0.2 -0.3 3.49
Se 3.731 -0.001 -0.944 0.2 0.0 0.1 0.43
Te 3.599 -0.725 1.469 0.0 0.0 0.1 0.09
Te 1.234 0.500 2.659 0.2 0.0 0.1 0.33
Se -0.204 -1.313 3.394 0.0 0.0 -0.1 0.26
N -1.039 -0.554 -0.052 0.2 -0.2 0.1 0.09
C -1.988 0.490 -0.425 -0.1 0.1 -0.1 -0.01
C -1.472 1.868 -0.011 0.1 0.0 0.0 0.02
C -0.273 2.307 -0.857 0.0 -0.1 0.1 0.00
O -0.387 3.219 -1.653 -0.1 0.1 -0.1 0.03
O 0.838 1.648 -0.681 -0.1 0.1 0.0 0.13
H -1.113 -1.390 -0.619 0.0 0.0 0.0 0.00
H -1.149 -0.841 0.923 0.0 0.0 0.0 -0.01
H -2.971 0.315 0.027 0.0 0.0 0.0 0.00
H -2.123 0.464 -1.510 0.0 0.0 0.0 0.00
H -1.194 1.836 1.047 0.0 0.0 0.0 0.00
H -2.256 2.612 -0.142 0.0 0.0 0.0 0.00
S 2.528 -4.641 -1.153 0.0 0.0 0.0 0.07
C 1.726 -3.278 -0.842 -0.1 -0.1 0.0 0.06
N 1.122 -2.294 -0.613 0.0 0.2 0.0 0.03
```
Forces are in eV/Å.

## Properties
- LUMO energy (spin up / spin down) (eV) = 1.64 / 0.62
- orbital gap (spin up / spin down) (hartree) = 0.228 / 0.196
- energy (eV) = -170019.533
- HOMO level (spin up / spin down) (eV) = -4.58 / -4.71
- 2S+1 = 6
- charge = -1


[8]
The following is a DFT calculation (the ωB97M-V functional and the def2-TZVPD basis) of 2 unconnected molecules or ions with the total composition C4H6N2O3 at a distorted geometry.

```
15
Properties=species:S:1:pos:R:3:forces:R:3:lowdin_charge:R:1
O 0.670 2.209 0.319 -3.2 -1.0 -0.8 0.04
C -0.116 1.248 0.182 4.5 -0.9 0.7 -0.38
C 0.461 -0.089 0.620 -2.5 -1.6 -2.1 0.02
C -0.304 -1.216 0.349 3.7 2.0 2.0 -0.11
N -1.518 -1.086 -0.141 -5.8 -2.2 0.8 0.08
C -2.238 0.109 -0.320 -1.6 -0.2 1.3 -0.44
O -3.485 0.180 -0.230 3.7 -0.2 -0.8 0.06
N -1.370 1.184 -0.461 0.5 -0.1 0.9 0.20
H 1.512 -0.280 0.713 -0.1 0.6 1.0 0.07
H -0.006 -2.236 0.650 0.0 0.7 -0.5 0.14
H -2.190 -1.809 0.309 1.2 1.5 -1.7 0.20
H -1.848 2.042 -0.466 -0.7 1.4 -0.4 0.14
O 3.564 -0.428 -0.558 -1.9 -2.7 0.7 -0.02
H 4.128 0.256 -0.774 1.5 2.4 -0.6 0.00
H 2.740 -0.085 -0.192 0.7 0.4 -0.5 -0.01
```
Forces are in eV/Å.

## Properties
- LUMO energy (eV) = 0.25
- orbital gap (hartree) = 0.364
- energy (eV) = -13367.539
- HOMO level (eV) = -9.66
- energy relative to the best compared isomer or geometry (same formula, charge and spin) (kJ/mol) = 138.9
- charge = 0


[9]
The following is a DFT calculation (the ωB97M-V functional and the def2-TZVPD basis) of 2 unconnected molecules or ions with the total composition C4H6N2O3 at a distorted geometry.

```
15
Properties=species:S:1:pos:R:3:forces:R:3:lowdin_charge:R:1
O 2.613 2.096 2.016 -0.7 -1.1 -1.3 0.07
C 1.906 1.415 1.282 0.2 -0.1 2.0 -0.43
C 1.126 1.823 0.145 -2.6 0.2 -1.6 -0.01
C 0.191 0.925 -0.373 -0.7 0.3 0.0 -0.06
N -0.153 -0.344 0.151 2.9 0.8 1.0 0.12
C 0.714 -0.848 1.171 -2.3 -1.7 -0.4 -0.49
O 0.514 -2.001 1.610 1.0 2.6 -0.9 0.04
N 1.640 0.029 1.630 -0.3 0.4 -0.9 0.20
H 0.966 2.927 -0.180 0.9 -2.3 0.6 0.15
H -0.490 1.263 -1.188 0.7 -0.3 0.7 0.13
H -0.560 -1.177 -0.270 -0.5 0.9 -0.7 0.15
H 2.100 -0.450 2.353 1.3 0.2 1.4 0.14
O -3.325 -2.184 -2.663 -1.4 0.0 1.3 -0.08
H -4.193 -1.843 -2.296 1.7 -0.4 -1.0 0.07
H -3.050 -1.632 -3.389 -0.2 0.4 -0.3 0.01
```
Forces are in eV/Å.

## Properties
- LUMO energy (eV) = 0.18
- orbital gap (hartree) = 0.362
- energy (eV) = -13368.068
- HOMO level (eV) = -9.68
- energy relative to the best compared isomer or geometry (same formula, charge and spin) (kJ/mol) = 87.8
- charge = 0


[10]
The following is a DFT calculation (the ωB97M-V functional and the def2-TZVPD basis) of C4H6N2O3S3 in the gas phase at a distorted geometry.

```
18
Properties=species:S:1:pos:R:3:forces:R:3:lowdin_charge:R:1
C 0.222 -1.279 -2.481 1.8 -3.5 1.2 -0.01
C -0.273 -1.565 -1.139 -1.2 0.9 1.9 -0.49
O -1.112 -2.249 -0.639 0.4 -0.1 -0.8 0.09
S 0.673 -0.476 0.126 -0.4 0.6 1.9 0.63
O 1.364 0.639 -0.475 -0.4 0.7 -0.7 -0.36
O 1.522 -1.369 0.861 0.3 -1.0 0.3 -0.35
C -0.665 0.257 1.547 1.2 -0.8 -0.3 -1.04
S -1.968 1.035 0.563 -0.4 -0.9 0.2 0.78
N 0.103 1.128 2.422 -1.8 1.1 -4.5 -0.12
N 0.481 0.638 3.574 2.1 1.6 1.0 -0.04
C 0.061 -0.509 3.769 -1.5 -2.2 2.2 -0.47
S -1.058 -1.163 2.588 -0.1 0.4 -0.5 0.95
H 1.279 -1.038 -2.145 -0.5 -0.6 -1.7 0.11
H -0.001 -2.203 -3.099 0.7 1.4 0.2 0.13
H -0.174 -0.386 -2.789 -1.2 2.2 -1.1 0.07
H -1.490 2.242 0.731 0.3 0.9 0.1 -0.14
H 0.472 1.944 1.880 0.3 -1.0 1.8 0.16
H 0.084 -0.979 4.778 0.4 0.3 -1.0 0.10
```
Forces are in eV/Å.

## Properties
- LUMO energy (eV) = 0.14
- orbital gap (hartree) = 0.305
- energy (eV) = -45870.046
- HOMO level (eV) = -8.17
- energy relative to the best compared isomer or geometry (same formula, charge and spin) (kJ/mol) = 116.2
- charge = 0


[11]
The following is a DFT calculation (the ωB97M-V functional and the def2-TZVPD basis) of C4H6N2O4 in the gas phase at a distorted geometry.

```
16
Properties=species:S:1:pos:R:3:forces:R:3:lowdin_charge:R:1
C 1.233 -0.915 0.902 -1.3 1.1 -0.7 0.01
C 0.019 -0.717 -0.023 3.2 2.1 1.9 -0.21
C -0.496 0.464 -0.276 -1.6 -2.1 -2.0 -0.02
C -1.619 0.732 -1.235 -0.5 1.5 -0.6 -0.12
O -2.932 0.855 -0.559 0.4 0.4 -0.7 -0.11
N -2.988 0.549 0.802 0.1 0.1 -0.1 -0.05
O -4.084 0.677 1.192 0.3 -0.1 -0.1 0.06
N -0.455 -1.928 -0.510 -0.3 -1.3 0.1 -0.37
O -0.413 -2.876 0.250 -0.5 -0.5 -0.3 0.10
O -0.819 -1.937 -1.652 -0.6 -0.9 -1.4 0.11
H 1.386 -0.062 1.533 -0.5 0.4 0.7 0.08
H 2.203 -0.998 0.465 0.4 -0.7 -1.1 0.08
H 0.910 -1.787 1.391 0.6 -1.0 1.4 0.06
H 0.028 1.242 0.119 1.0 2.3 1.2 0.09
H -1.359 1.813 -1.730 -1.0 -2.8 0.9 0.17
H -1.788 -0.104 -1.980 0.5 1.5 0.8 0.12
```
Forces are in eV/Å.

## Properties
- LUMO energy (eV) = -0.70
- orbital gap (hartree) = 0.352
- energy (eV) = -15408.107
- HOMO level (eV) = -10.27
- energy relative to the best compared isomer or geometry (same formula, charge and spin) (kJ/mol) = 791.6
- charge = 0


[12]
The following is a DFT calculation (the ωB97M-V functional and the def2-TZVPD basis) of C4H6N2O5 in the gas phase at a distorted geometry.

```
17
Properties=species:S:1:pos:R:3:forces:R:3:lowdin_charge:R:1
C -0.960 1.963 0.485 -0.5 -0.2 0.7 -0.18
C -0.592 -0.432 0.234 -1.8 -0.9 1.7 -0.27
C 0.910 -0.156 0.141 -2.0 1.1 0.2 -0.05
C -1.084 -1.469 -0.807 -0.7 1.3 -0.9 -0.02
N 1.319 1.103 -0.030 0.0 -1.6 -0.7 -0.17
N 1.865 -1.256 0.201 -1.1 1.7 1.0 -0.33
O 0.389 2.163 0.043 0.4 0.1 0.3 0.03
O 2.408 1.457 -0.387 0.2 0.8 0.4 0.11
O 2.986 -0.987 -0.150 0.4 -1.3 -0.1 0.12
O 1.418 -2.262 0.750 0.7 0.2 -0.8 0.08
O -1.458 0.737 0.054 1.1 0.0 -0.8 -0.08
H -1.440 2.753 -0.116 -0.2 -0.3 0.6 0.14
H -1.167 2.151 1.626 1.0 -0.5 -1.9 0.17
H -0.956 -0.779 1.207 1.0 -0.2 0.3 0.15
H -2.195 -1.248 -1.027 1.9 0.0 0.0 0.12
H -1.074 -2.551 -0.622 0.7 0.6 0.6 0.08
H -0.369 -1.188 -1.602 -1.1 -0.8 -0.7 0.09
```
Forces are in eV/Å.

## Properties
- LUMO energy (eV) = -0.78
- orbital gap (hartree) = 0.336
- energy (eV) = -17454.638
- HOMO level (eV) = -9.92
- energy relative to the best compared isomer or geometry (same formula, charge and spin) (kJ/mol) = 245.1
- charge = 0